The following is a DFT calculation (the ωB97M-V functional and the def2-TZVPD basis) of a cluster of 5 separate species, C2H15N2O4 in total in a non-equilibrium geometry.

Geometry as XYZ:
```
23
Properties=species:S:1:pos:R:3:forces:R:3:lowdin_charge:R:1
C -2.223910 -0.232962 0.744458 -0.17 -1.02 -0.56 -0.1881
C -1.941333 0.187357 -0.510478 -0.39 0.26 1.10 -0.1119
N -1.069075 -0.635014 -1.345080 -0.68 -0.63 -0.23 0.1620
N -3.319725 0.068979 1.470450 0.25 0.99 -0.19 0.0949
H -1.625803 -1.005376 1.234963 0.03 -0.05 -0.48 0.1167
H -2.488614 0.985283 -0.988376 0.05 -0.18 -0.30 0.1169
H -0.583915 -0.133461 -2.130074 0.52 -0.26 0.79 0.0949
H -0.482806 -1.222045 -0.734364 0.66 0.48 -0.23 0.1349
H -1.643205 -1.333011 -1.833743 -0.06 0.15 0.01 0.1691
H -3.869948 0.878418 1.238310 -0.25 -0.20 0.08 0.1125
H -3.563918 -0.477692 2.268130 0.09 0.13 0.36 0.1043
H 4.031154 -0.726654 1.796587 0.06 0.29 0.21 0.0622
H 3.189800 0.337945 2.579696 0.53 0.44 0.54 0.0433
O 3.145876 -0.404594 1.991688 -0.44 -0.51 -0.62 -0.0347
H 1.614308 1.569926 0.241662 0.57 0.25 0.08 0.0160
H 2.762544 2.583303 -0.219790 -0.87 -0.59 0.13 0.0644
O 1.865404 2.236966 -0.407818 0.28 0.21 -0.39 -0.0604
H 1.155461 1.070146 -2.644977 -0.47 0.37 1.01 0.0573
H 1.187976 0.408868 -3.874528 -0.28 -0.78 -1.17 0.0754
O 0.577344 0.476547 -3.144045 0.94 0.73 0.17 -0.0296
H 1.467316 -2.245588 1.520282 0.34 0.23 0.21 0.0459
H 1.015686 -0.757150 1.525997 0.73 0.18 0.42 0.0064
O 0.799379 -1.630181 1.221056 -1.45 -0.48 -0.94 -0.0526
```
Positions in Å, forces in eV/Å.

Values from the calculation:
- Energy: -13481.03190 eV
- Net charge: +1
- Multiplicity: 1
- Energy above the lowest of the compared OMol25 structures with the same formula, charge and spin: 140.3 kJ/mol
- Maximum force: 1.79 eV Å⁻¹
- Highest occupied orbital energy: -0.445 hartree
- Orbital gap: 0.348 Eh

The following is a DFT calculation (the ωB97M-V functional and the def2-TZVPD basis) of a structure of composition C3H2FeLiO2 in a non-equilibrium geometry.

Geometry as XYZ:
```
9
Properties=species:S:1:pos:R:3:forces:R:3:lowdin_charge:R:1
C -0.443357 0.291459 -0.160036 -0.90 4.50 3.70 -0.4997
Li 2.464206 0.630135 -0.726538 0.59 -0.15 -0.15 0.8142
O 0.999239 -0.459566 -1.279320 1.60 0.67 0.96 -0.2296
C -0.252705 0.155846 -1.635311 -1.19 -0.79 -0.08 -0.0884
H -0.926843 -0.558270 -2.130695 0.30 0.19 0.02 0.1488
H -0.169107 1.066910 -2.245502 0.00 -0.18 0.46 0.1505
Fe -0.678437 -0.769657 1.789635 -0.22 -0.28 1.40 0.9212
O -1.037709 0.976605 0.863907 -0.63 -1.74 -2.91 -0.1458
C 0.819625 -0.053047 0.257155 0.44 -2.22 -3.40 -0.0711
```
Positions in Å, forces in eV/Å.

Values from the calculation:
- Energy: -41816.86515 eV
- Net charge: +1
- Multiplicity: 7
- Maximum force: 5.89 eV Å⁻¹
- Highest occupied orbital energy (spin up / spin down): -0.415 / -0.544 hartree
- Orbital gap (spin up / spin down): 0.251 / 0.289 Eh

The following is a DFT calculation (the ωB97M-V functional and the def2-TZVPD basis) of a cluster of 3 separate species, C4H13NO2 in total in a non-equilibrium geometry.

Geometry as XYZ:
```
20
Properties=species:S:1:pos:R:3:forces:R:3:lowdin_charge:R:1
C -1.536115 0.994975 1.230625 -0.50 1.05 -0.98 -0.0523
N -1.413109 0.063335 0.389987 0.10 -0.50 0.56 -0.0368
C -0.112681 -0.578053 0.260579 0.56 0.48 -0.30 -0.2701
C 0.657417 -0.072167 -0.972959 -1.12 -0.54 -0.17 -0.2456
C 1.921314 -0.884729 -1.181088 0.24 -0.18 0.55 -0.1127
H -0.738822 1.564895 1.715000 0.33 -0.64 0.29 0.0684
H -2.511576 1.479388 1.289640 -0.07 -0.17 0.19 0.0658
H 0.493187 -0.466426 1.161763 0.04 0.04 0.18 0.1179
H -0.290091 -1.636311 0.084989 0.16 -0.07 0.19 0.0814
H -0.064091 -0.260455 -1.777054 0.30 0.17 -0.27 0.1090
H 0.810200 1.004602 -0.938339 0.18 0.03 0.15 0.0857
H 2.281890 -0.928829 -2.206256 0.03 0.27 -0.01 0.0683
H 2.715389 -0.552401 -0.508707 0.12 0.23 -0.23 0.0728
H 1.750351 -1.911461 -0.862143 -0.18 -0.22 -0.17 0.0692
O -1.997997 -3.126663 0.495926 -0.30 0.24 -0.14 -0.0715
H -2.142760 -2.191453 0.286609 0.08 0.02 0.11 0.0019
H -2.878135 -3.499441 0.390161 0.02 -0.21 0.05 0.0347
O 0.763315 3.437854 0.525475 -0.16 -0.15 0.18 -0.0629
H 0.964301 3.526426 -0.412858 0.17 0.21 0.25 0.0362
H 1.328013 4.036914 1.028650 -0.01 -0.05 -0.41 0.0405
```
Positions in Å, forces in eV/Å.

Values from the calculation:
- Energy: -9943.01239 eV
- Net charge: 0
- Multiplicity: 1
- Energy above the lowest of the compared OMol25 structures with the same formula, charge and spin: 114.3 kJ/mol
- Maximum force: 1.52 eV Å⁻¹
- Highest occupied orbital energy: -0.353 hartree
- Orbital gap: 0.377 Eh